6 unconnected molecules or ions with the total composition C45H97N3O17P in a non-equilibrium geometry, computed with the ωB97M-V functional and the def2-TZVPD basis.

Summary:
lowest unoccupied orbital energy	-2.7	eV
HOMO level	-0.3655	hartree
HOMO-LUMO gap	0.265	Eh
energy	-96786.667	eV
F_max	4.30	eV/A
charge	+1

Element x y z (Å)
1 N -0.3428 1.1278 2.9926
2 C -0.6538 1.2905 1.5517
3 C -1.4714 2.6221 1.2504
4 C -2.1323 2.6072 -0.1854
5 C -3.6939 2.8665 -0.1755
6 C -4.4657 2.0642 0.9427
7 N -5.8040 1.4881 0.5235
8 N -6.4396 2.5759 -0.1300
9 C -5.8399 0.3232 -0.4166
10 C -5.6567 -1.0004 0.4335
11 C -4.3889 -1.8375 0.0944
12 C -4.2881 -3.2868 0.2313
13 C -3.0550 -3.9795 -0.1580
14 C -1.8813 -3.2874 -0.7075
15 C -1.9768 -1.8031 -0.8254
16 C -3.2065 -1.1344 -0.4351
17 C -5.9644 -0.5871 1.9509
18 C -6.3804 0.9572 1.7996
19 P -8.2501 1.2752 2.0713
20 O -8.4331 2.9235 2.5008
21 O -8.7515 0.4589 3.4714
22 H -1.1410 1.3816 3.5738
23 H 0.4984 1.6449 3.2462
24 H 0.3189 1.2988 0.9833
25 H -1.2018 0.3641 1.2339
26 H -0.7145 3.4591 1.2794
27 H -2.1880 2.8146 2.0912
28 H -1.8448 1.6847 -0.7634
29 H -1.6843 3.4654 -0.7656
30 H -3.8325 3.9629 0.0445
31 H -4.0643 2.6953 -1.2176
32 H -4.6946 2.8029 1.7626
33 H -3.8390 1.2690 1.4399
34 H -7.0869 2.2757 -0.8572
35 H -6.8522 3.2458 0.5180
36 H -6.8054 0.1138 -0.9625
37 H -5.1235 0.5619 -1.2399
38 H -6.5089 -1.6909 0.1985
39 H -5.1515 -3.8774 0.6110
40 H -2.9454 -5.0892 -0.0645
41 H -0.9542 -3.8078 -1.0313
42 H -1.1465 -1.1821 -1.2401
43 H -3.2544 -0.0316 -0.5666
44 H -6.9706 -1.0550 2.1408
45 H -5.2456 -0.8556 2.7576
46 H -5.9689 1.3744 2.7736
47 H -7.5203 3.2664 2.5662
48 H -7.9625 0.4566 4.0542
49 C 2.5860 -2.3350 1.3369
50 O 2.9793 -2.9858 0.1457
51 C 2.4523 -2.3531 -1.0107
52 C 3.2798 -2.7149 -2.2332
53 O 4.4818 -1.9576 -2.3413
54 C 5.5213 -2.3071 -1.4237
55 C 6.2121 -3.6132 -1.7773
56 O 5.4240 -4.7193 -1.3550
57 C 5.7060 -5.8903 -2.0962
58 H 1.4955 -2.3510 1.4445
59 H 3.0338 -2.8653 2.1769
60 H 2.9504 -1.3015 1.3473
61 H 2.4481 -1.2638 -0.8823
62 H 1.4203 -2.7087 -1.1366
63 H 2.6969 -2.4552 -3.1216
64 H 3.4807 -3.7854 -2.2863
65 H 5.1586 -2.3015 -0.3951
66 H 6.2604 -1.5053 -1.5057
67 H 7.1743 -3.6729 -1.2542
68 H 6.3815 -3.6531 -2.8593
69 H 5.4771 -5.7349 -3.1559
70 H 5.0637 -6.6879 -1.7217
71 H 6.7511 -6.1858 -1.9728
72 C 6.1697 1.2354 -3.0810
73 O 6.7053 0.9079 -4.3474
74 C 6.8676 -0.4962 -4.5158
75 C 6.9300 -0.8472 -5.9924
76 O 5.6470 -0.9021 -6.6123
77 C 5.0133 0.3521 -6.8500
78 C 5.6253 1.1236 -8.0076
79 O 6.8202 1.7741 -7.5914
80 C 7.6930 2.0331 -8.6731
81 H 6.8397 0.9025 -2.2801
82 H 6.0630 2.3193 -3.0276
83 H 5.1794 0.7842 -2.9557
84 H 6.0384 -1.0364 -4.0456
85 H 7.8097 -0.7817 -4.0293
86 H 7.3338 -1.8596 -6.0792
87 H 7.6049 -0.1869 -6.5385
88 H 4.9697 0.9527 -5.9399
89 H 3.9828 0.1057 -7.1207
90 H 4.9254 1.8991 -8.3434
91 H 5.8307 0.4349 -8.8344
92 H 8.0016 1.0952 -9.1468
93 H 8.5827 2.5241 -8.2772
94 H 7.2185 2.6908 -9.4063
95 C -1.0963 3.4523 9.5075
96 O -2.0264 3.8960 8.5381
97 C -1.4960 3.8454 7.2223
98 C -2.6205 3.8131 6.2013
99 O -3.1963 2.5133 6.0430
100 C -4.0307 2.0696 7.1127
101 C -5.3871 2.7552 7.1397
102 O -5.2776 4.0449 7.7222
103 C -6.3123 4.9124 7.3032
104 H -0.2057 4.0891 9.5079
105 H -1.5735 3.5080 10.4853
106 H -0.8145 2.4105 9.3196
107 H -0.8633 2.9587 7.0977
108 H -0.8903 4.7478 7.0719
109 H -2.1944 4.0603 5.2245
110 H -3.3854 4.5610 6.4130
111 H -3.5176 2.1457 8.0719
112 H -4.1982 1.0053 6.9234
113 H -6.0816 2.1708 7.7561
114 H -5.7786 2.8277 6.1168
115 H -6.2699 5.0601 6.2179
116 H -6.1572 5.8778 7.7848
117 H -7.2901 4.5207 7.5953
118 C 12.5815 2.2511 -0.1480
119 O 11.4220 2.7887 -0.7499
120 C 10.8591 3.8449 0.0170
121 C 9.9783 4.7239 -0.8558
122 O 10.7160 5.6606 -1.6365
123 C 11.4283 5.1262 -2.7508
124 C 10.5257 4.7525 -3.9148
125 O 9.9026 3.4977 -3.6745
126 C 8.6954 3.3500 -4.3999
127 H 12.3464 1.8290 0.8353
128 H 12.9623 1.4592 -0.7928
129 H 13.3555 3.0204 -0.0522
130 H 11.6506 4.4546 0.4677
131 H 10.2524 3.3921 0.8119
132 H 9.3531 5.3313 -0.1953
133 H 9.3049 4.1332 -1.4786
134 H 12.0687 4.2957 -2.4502
135 H 12.0862 5.9333 -3.0843
136 H 11.1258 4.6554 -4.8284
137 H 9.7717 5.5351 -4.0550
138 H 7.9738 4.1173 -4.0956
139 H 8.2753 2.3731 -4.1612
140 H 8.8805 3.4060 -5.4761
141 C -6.8807 -6.8062 -1.6986
142 O -8.0487 -6.1644 -1.2280
143 C -9.2322 -6.7283 -1.7847
144 C -10.4352 -6.4096 -0.9121
145 O -10.5461 -7.2601 0.2270
146 C -9.6165 -7.0238 1.2799
147 C -9.9308 -5.7759 2.0881
148 O -9.4862 -4.6137 1.3947
149 C -10.1907 -3.4530 1.7844
150 H -6.7931 -6.7014 -2.7852
151 H -6.0193 -6.3335 -1.2254
152 H -6.8877 -7.8659 -1.4220
153 H -9.1293 -7.8149 -1.8810
154 H -9.3741 -6.2876 -2.7793
155 H -11.3357 -6.6019 -1.5011
156 H -10.4609 -5.3578 -0.6245
157 H -8.5904 -7.0198 0.9088
158 H -9.7125 -7.8852 1.9461
159 H -9.3980 -5.8150 3.0462
160 H -11.0091 -5.7240 2.2723
161 H -11.2561 -3.5569 1.5553
162 H -9.7981 -2.6133 1.2077
163 H -10.0472 -3.2530 2.8500

Cartesian forces (eV/Å) of the 6 atoms listed first:
0.1684 0.0614 -0.8512
-0.1387 0.2097 0.4339
1.0729 -0.3947 -0.5080
0.0331 0.7272 0.1133
0.7871 0.0365 -0.0962
1.9075 0.5255 0.0731

Mulliken atomic charge list, values in e, 6 entries:
1 N -0.5983
2 C -0.3322
3 C -0.2444
4 C -0.6651
5 C -1.0291
6 C -0.7772